{"formula": "C5H7NO", "method": "ωB97M-V/def2-TZVPD", "mol_weight_g_mol": 97.12, "smiles": "CC[C@@]1(C#N)CO1", "gap_ev": 11.97, "de_lowest_kj_mol": 169.0, "total_energy_ev": -8834.451, "charge": 0, "elements": ["C", "C", "C", "C", "N", "C", "O", "H", "H", "H", "H", "H", "H", "H"], "coordinates": [[1.254, 0.680, 1.055], [0.205, 0.945, -0.015], [-0.417, -0.309, -0.574], [0.564, -1.312, -0.998], [1.375, -2.077, -1.322], [-1.775, -0.750, -0.247], [-1.479, -0.078, -1.464], [0.799, 0.224, 1.941], [1.708, 1.634, 1.327], [2.025, 0.009, 0.653], [-0.590, 1.589, 0.386], [0.656, 1.422, -0.885], [-2.016, -1.804, -0.364], [-2.309, -0.173, 0.505]], "nbo_charge": [-0.614, -0.400, 0.104, 0.257, -0.296, -0.083, -0.451, 0.208, 0.221, 0.221, 0.218, 0.220, 0.201, 0.192]}

=====

{"formula": "C5H7NO", "method": "ωB97M-V/def2-TZVPD", "mol_weight_g_mol": 97.12, "gap_ev": 9.00, "de_lowest_kj_mol": 510.2, "total_energy_ev": -8830.915, "charge": 0, "elements": ["C", "C", "C", "C", "C", "N", "O", "H", "H", "H", "H", "H", "H", "H"], "coordinates": [[2.858, -0.144, 0.180], [-0.074, -0.708, -0.695], [1.800, 0.369, -0.660], [-1.868, -0.036, 0.904], [-1.211, 0.271, -0.386], [2.240, 0.833, 0.689], [-0.076, -1.873, -0.813], [3.635, -0.806, 0.201], [1.938, 1.093, -1.477], [-1.452, 0.387, 1.759], [-2.096, -1.191, 1.100], [-2.944, 0.506, 0.792], [-0.738, 1.242, -0.376], [-2.012, 0.058, -1.217]], "nbo_charge": [0.055, 0.657, -0.256, -0.599, -0.542, -0.312, -0.517, 0.207, 0.180, 0.217, 0.225, 0.209, 0.239, 0.237]}

=====

{"formula": "C5H7NO", "method": "ωB97M-V/def2-TZVPD", "mol_weight_g_mol": 97.12, "gap_ev": 10.60, "de_lowest_kj_mol": 258.8, "total_energy_ev": -8833.520, "charge": 0, "elements": ["C", "N", "C", "O", "C", "C", "C", "H", "H", "H", "H", "H", "H", "H"], "coordinates": [[-1.790, 0.515, 1.719], [-0.341, 0.529, 1.550], [0.067, 0.262, 0.397], [-0.694, -0.035, -0.738], [0.424, -0.786, -1.240], [1.517, 0.118, -1.634], [1.346, -0.247, -0.167], [-2.101, -0.509, 1.965], [-2.076, 1.159, 2.553], [-2.332, 0.818, 0.816], [0.223, -1.807, -1.535], [1.285, 1.109, -2.015], [2.372, -0.373, -2.093], [2.099, -0.754, 0.422]], "nbo_charge": [-0.441, -0.465, 0.553, -0.514, 0.088, -0.416, -0.315, 0.198, 0.202, 0.194, 0.215, 0.231, 0.230, 0.241]}

=====

{"formula": "C5H7NO", "method": "ωB97M-V/def2-TZVPD", "mol_weight_g_mol": 97.12, "gap_ev": 10.38, "de_lowest_kj_mol": 284.4, "total_energy_ev": -8833.255, "charge": 0, "elements": ["O", "C", "C", "C", "C", "C", "N", "H", "H", "H", "H", "H", "H", "H"], "coordinates": [[-2.060, -0.412, -0.199], [-0.881, -0.429, 0.559], [0.330, -1.163, 0.052], [1.202, -0.232, -0.706], [0.513, 1.108, -0.812], [0.061, 0.785, 0.618], [1.231, -0.210, 0.777], [-2.794, -0.615, 0.392], [-1.068, -0.751, 1.591], [0.492, -2.236, 0.037], [2.064, -0.598, -1.257], [-0.247, 1.256, -1.585], [1.245, 1.922, -0.823], [-0.087, 1.575, 1.356]], "nbo_charge": [-0.711, 0.081, -0.132, -0.093, -0.423, -0.083, -0.352, 0.476, 0.172, 0.214, 0.215, 0.216, 0.215, 0.204]}

=====

{"formula": "C5H7NO", "method": "ωB97M-V/def2-TZVPD", "mol_weight_g_mol": 97.12, "gap_ev": 9.06, "de_lowest_kj_mol": 310.1, "total_energy_ev": -8832.989, "charge": 0, "elements": ["C", "C", "C", "C", "N", "C", "O", "H", "H", "H", "H", "H", "H", "H"], "coordinates": [[1.601, 1.117, -0.308], [0.167, 0.639, -0.340], [-0.073, -0.821, -0.779], [-1.350, -1.165, -0.406], [-1.873, -0.209, 0.470], [-0.443, 0.105, 0.906], [0.136, -0.442, 1.812], [2.028, 1.111, -1.317], [2.204, 0.467, 0.331], [1.669, 2.140, 0.077], [-0.505, 1.321, -0.872], [0.663, -1.480, -0.274], [-1.801, -2.150, -0.514], [-2.422, -0.633, 1.214]], "nbo_charge": [-0.606, -0.336, -0.326, 0.105, -0.668, 0.684, -0.591, 0.218, 0.225, 0.218, 0.237, 0.244, 0.205, 0.391]}

=====

{"formula": "C5H7NO", "method": "ωB97M-V/def2-TZVPD", "mol_weight_g_mol": 97.12, "gap_ev": [7.46, 7.47], "de_lowest_kj_mol": 538.3, "total_energy_ev": -8830.624, "charge": 0, "elements": ["O", "C", "C", "C", "C", "C", "N", "H", "H", "H", "H", "H", "H", "H"], "coordinates": [[0.371, 1.521, 1.750], [1.098, 1.608, 0.729], [0.707, 1.210, -0.549], [-0.586, -0.599, -1.068], [-0.017, -1.490, -0.015], [-1.044, -0.492, 0.457], [-0.576, 0.774, -0.832], [2.170, 1.852, 0.834], [1.426, 0.999, -1.331], [-1.282, -1.018, -1.794], [0.984, -1.373, 0.385], [-0.375, -2.515, -0.074], [-0.647, 0.272, 1.206], [-2.106, -0.684, 0.520]], "nbo_charge": [-0.657, 0.264, -0.304, 0.013, -0.425, -0.300, -0.233, 0.134, 0.205, 0.220, 0.251, 0.240, 0.352, 0.241]}